[1]
Entry from the OMol25 dataset: a molecular structure, C40H41N4PRb in a non-equilibrium geometry (ωB97M-V with the def2-TZVPD basis set).

```
! wB97M-V def2-TZVPD RIJCOSX def2/J DEFGRID3
* xyz -1 1
N -1.719 -3.987 -0.123
C 4.685 1.591 0.234
H -0.998 2.883 3.676
C 2.005 3.824 -0.521
Rb -0.558 -1.417 0.543
H 6.716 1.995 0.770
C 5.033 1.666 -1.237
N -1.976 -0.206 2.771
C 1.843 1.255 -2.989
C 2.747 -0.374 -4.494
C -3.212 -5.726 0.518
H -0.752 0.968 0.310
C 3.186 -1.118 -3.403
C 3.469 -1.548 -0.939
H -0.967 1.233 -2.237
N -3.409 -1.983 0.989
H -4.118 -6.017 1.037
C 2.288 0.520 -1.893
C -2.903 2.160 -2.053
H -3.375 3.374 3.057
C -4.161 1.921 -1.621
C -3.772 1.339 2.525
C -1.289 -6.244 -0.784
H 4.014 -2.416 -1.314
H -4.974 2.574 -1.929
C 3.401 1.305 0.727
C 2.070 0.818 -4.286
H -0.198 0.533 3.476
H 6.356 1.832 3.199
H -2.721 -7.706 -0.127
H -5.476 0.532 -0.533
C 1.508 5.109 -0.662
H 1.308 2.184 -2.826
C -1.666 2.100 3.337
C 2.966 -0.701 -2.091
C -2.816 -4.389 0.508
H -3.330 -2.350 -1.064
C -0.977 -4.896 -0.751
H -2.079 2.129 0.406
H 2.246 0.896 2.483
H 2.189 5.946 -0.766
C -4.070 -1.117 1.965
N -2.243 -0.108 -1.289
H 2.670 -1.923 -0.281
H -1.792 4.381 -0.450
C -3.231 0.060 2.418
H 4.088 1.285 4.074
C 4.261 1.386 3.009
H -3.397 -3.538 2.349
C -3.834 -1.660 -0.393
H -2.672 2.965 -2.745
H -5.020 -0.743 1.574
H -0.271 6.312 -0.758
C -2.437 -6.661 -0.132
C 1.161 2.717 -0.379
C -1.216 1.814 -0.182
H -4.297 -1.700 2.857
H 3.076 3.685 -0.500
H 3.714 -2.053 -3.567
H 2.220 -4.059 1.094
H 1.252 -3.687 2.554
P 1.826 0.993 -0.189
C 3.224 1.184 2.110
H -4.921 -1.812 -0.484
H 2.685 -2.687 2.151
C -4.464 0.744 -0.858
H 2.929 -0.731 -5.502
C -0.716 4.233 -0.480
C 5.523 1.687 2.520
H -4.789 1.521 2.204
C -3.475 -0.252 -0.839
H 5.214 0.669 -1.651
C 0.134 5.312 -0.650
H 4.146 -0.990 -0.288
C 1.823 -3.233 1.719
H 1.711 1.402 -5.127
H -0.646 -6.944 -1.299
C -3.641 -3.383 1.297
C -1.804 1.263 -1.533
H 5.941 2.255 -1.373
C -2.980 2.367 2.992
C 5.721 1.778 1.151
H 4.242 2.108 -1.837
H -0.077 -4.523 -1.228
C -0.230 2.929 -0.339
C -1.217 0.795 3.210
H -4.702 -3.656 1.177
*
```

**Energy relative to the best compared isomer or geometry (same formula, charge and spin)**: 35.1 kcal per mole
**Highest occupied orbital energy**: -2.2 eV
**LUMO energy**: 2.18 eV
**Frontier orbital gap**: 4.43 eV

---

[2]
Entry from the OMol25 dataset: a molecular structure, C40H42BMoN4O4S2 (ωB97M-V with the def2-TZVPD basis set).

```
! wB97M-V def2-TZVPD RIJCOSX def2/J DEFGRID3
* xyz 1 1
C -1.740 2.643 2.850
H -7.350 -2.283 2.218
H -0.849 4.136 -2.112
C -4.871 -1.523 0.047
C 2.303 4.840 -0.009
C -5.839 -2.272 0.694
H -5.231 1.385 1.752
C 1.237 4.157 0.550
C 2.237 5.263 -1.331
C 3.509 -3.239 -0.746
H -5.639 0.715 -1.859
C -0.381 -2.023 -0.230
C -4.827 4.976 0.264
C -4.206 4.019 -0.725
Mo -0.522 -0.239 0.478
N 2.643 -1.294 2.405
H -5.765 0.581 -4.307
C -2.213 3.131 4.062
H -2.704 4.886 5.199
H -4.476 4.744 1.270
C -4.624 -0.205 0.425
H -6.019 -3.295 0.393
C -3.523 0.372 -1.774
H -4.545 6.000 0.023
C -4.811 0.454 -3.814
H 4.088 1.283 3.796
C -3.385 2.024 0.143
H 1.036 5.334 -3.104
H 0.467 -2.651 -0.478
O -0.368 1.705 0.518
C 2.720 -0.699 -3.175
C -5.372 0.357 1.454
H -1.900 2.407 -1.400
C -4.742 0.530 -2.433
H 3.513 -3.316 1.935
C 1.101 4.999 -2.078
C -2.338 4.499 4.257
H 2.837 -1.308 -4.067
C -2.452 0.054 -3.916
H 4.767 -1.037 2.457
C -6.353 -0.390 2.093
H -1.323 -2.473 -0.558
C -3.507 0.546 -0.271
H 1.293 3.829 1.582
C -0.969 2.994 0.452
C -4.627 4.237 -2.159
H -2.082 6.438 3.373
N 2.893 -1.568 -2.014
C -2.218 2.832 -0.439
C 2.510 -1.289 -0.753
C 0.093 3.880 -0.194
H 0.821 1.227 4.962
H -6.940 0.062 2.881
C 3.805 -0.632 2.715
N 2.109 0.533 3.453
H 3.895 -4.146 -0.319
C -1.519 4.877 2.025
H 2.021 2.391 4.352
C 1.330 1.599 4.076
H -1.255 5.566 1.233
C 3.479 0.506 3.371
H -1.412 0.004 -2.064
H -1.553 -0.137 -4.487
H -1.639 1.571 2.725
O -4.529 2.669 -0.366
H -4.306 -1.964 -0.765
H -4.372 5.248 -2.473
B 2.597 -2.616 1.585
H 3.462 0.097 -3.173
H 1.724 -0.264 -3.156
H -5.913 4.895 0.234
N 2.881 -2.297 0.040
H -2.485 2.440 4.850
H 3.065 5.804 -1.772
C 3.521 -2.791 -2.022
C -1.384 3.506 1.820
C -1.988 5.370 3.234
H 1.519 -3.135 1.688
S -0.074 -0.976 2.767
C -3.666 0.215 -4.562
H -3.723 0.150 -5.640
C -2.383 0.136 -2.530
S 1.735 0.212 -0.323
O -2.788 4.113 -0.608
H -4.120 3.519 -2.805
H 0.599 1.977 3.368
C 0.033 4.310 -1.512
C -6.584 -1.704 1.720
H 3.918 -3.222 -2.923
O -2.271 -0.083 0.275
C 1.616 -0.563 2.853
H 3.183 5.045 0.586
H -5.703 4.099 -2.263
H -3.361 2.075 1.234
*
```

**Energy relative to the best compared isomer or geometry (same formula, charge and spin)**: 27.1 kcal per mole
**Highest occupied orbital energy**: -11.1 eV
**LUMO energy**: -4.02 eV
**Frontier orbital gap**: 7.04 eV

---

Question: What is the formula in the first record?
Answer: C40H41N4PRb

---

Copy entry 2 word for word.
Entry from the OMol25 dataset: a molecular structure, C40H42BMoN4O4S2 (ωB97M-V with the def2-TZVPD basis set).

```
! wB97M-V def2-TZVPD RIJCOSX def2/J DEFGRID3
* xyz 1 1
C -1.740 2.643 2.850
H -7.350 -2.283 2.218
H -0.849 4.136 -2.112
C -4.871 -1.523 0.047
C 2.303 4.840 -0.009
C -5.839 -2.272 0.694
H -5.231 1.385 1.752
C 1.237 4.157 0.550
C 2.237 5.263 -1.331
C 3.509 -3.239 -0.746
H -5.639 0.715 -1.859
C -0.381 -2.023 -0.230
C -4.827 4.976 0.264
C -4.206 4.019 -0.725
Mo -0.522 -0.239 0.478
N 2.643 -1.294 2.405
H -5.765 0.581 -4.307
C -2.213 3.131 4.062
H -2.704 4.886 5.199
H -4.476 4.744 1.270
C -4.624 -0.205 0.425
H -6.019 -3.295 0.393
C -3.523 0.372 -1.774
H -4.545 6.000 0.023
C -4.811 0.454 -3.814
H 4.088 1.283 3.796
C -3.385 2.024 0.143
H 1.036 5.334 -3.104
H 0.467 -2.651 -0.478
O -0.368 1.705 0.518
C 2.720 -0.699 -3.175
C -5.372 0.357 1.454
H -1.900 2.407 -1.400
C -4.742 0.530 -2.433
H 3.513 -3.316 1.935
C 1.101 4.999 -2.078
C -2.338 4.499 4.257
H 2.837 -1.308 -4.067
C -2.452 0.054 -3.916
H 4.767 -1.037 2.457
C -6.353 -0.390 2.093
H -1.323 -2.473 -0.558
C -3.507 0.546 -0.271
H 1.293 3.829 1.582
C -0.969 2.994 0.452
C -4.627 4.237 -2.159
H -2.082 6.438 3.373
N 2.893 -1.568 -2.014
C -2.218 2.832 -0.439
C 2.510 -1.289 -0.753
C 0.093 3.880 -0.194
H 0.821 1.227 4.962
H -6.940 0.062 2.881
C 3.805 -0.632 2.715
N 2.109 0.533 3.453
H 3.895 -4.146 -0.319
C -1.519 4.877 2.025
H 2.021 2.391 4.352
C 1.330 1.599 4.076
H -1.255 5.566 1.233
C 3.479 0.506 3.371
H -1.412 0.004 -2.064
H -1.553 -0.137 -4.487
H -1.639 1.571 2.725
O -4.529 2.669 -0.366
H -4.306 -1.964 -0.765
H -4.372 5.248 -2.473
B 2.597 -2.616 1.585
H 3.462 0.097 -3.173
H 1.724 -0.264 -3.156
H -5.913 4.895 0.234
N 2.881 -2.297 0.040
H -2.485 2.440 4.850
H 3.065 5.804 -1.772
C 3.521 -2.791 -2.022
C -1.384 3.506 1.820
C -1.988 5.370 3.234
H 1.519 -3.135 1.688
S -0.074 -0.976 2.767
C -3.666 0.215 -4.562
H -3.723 0.150 -5.640
C -2.383 0.136 -2.530
S 1.735 0.212 -0.323
O -2.788 4.113 -0.608
H -4.120 3.519 -2.805
H 0.599 1.977 3.368
C 0.033 4.310 -1.512
C -6.584 -1.704 1.720
H 3.918 -3.222 -2.923
O -2.271 -0.083 0.275
C 1.616 -0.563 2.853
H 3.183 5.045 0.586
H -5.703 4.099 -2.263
H -3.361 2.075 1.234
*
```

**Energy relative to the best compared isomer or geometry (same formula, charge and spin)**: 27.1 kcal per mole
**Highest occupied orbital energy**: -11.1 eV
**LUMO energy**: -4.02 eV
**Frontier orbital gap**: 7.04 eV

---

Copy entry 1 word for word.
Entry from the OMol25 dataset: a molecular structure, C40H41N4PRb in a non-equilibrium geometry (ωB97M-V with the def2-TZVPD basis set).

```
! wB97M-V def2-TZVPD RIJCOSX def2/J DEFGRID3
* xyz -1 1
N -1.719 -3.987 -0.123
C 4.685 1.591 0.234
H -0.998 2.883 3.676
C 2.005 3.824 -0.521
Rb -0.558 -1.417 0.543
H 6.716 1.995 0.770
C 5.033 1.666 -1.237
N -1.976 -0.206 2.771
C 1.843 1.255 -2.989
C 2.747 -0.374 -4.494
C -3.212 -5.726 0.518
H -0.752 0.968 0.310
C 3.186 -1.118 -3.403
C 3.469 -1.548 -0.939
H -0.967 1.233 -2.237
N -3.409 -1.983 0.989
H -4.118 -6.017 1.037
C 2.288 0.520 -1.893
C -2.903 2.160 -2.053
H -3.375 3.374 3.057
C -4.161 1.921 -1.621
C -3.772 1.339 2.525
C -1.289 -6.244 -0.784
H 4.014 -2.416 -1.314
H -4.974 2.574 -1.929
C 3.401 1.305 0.727
C 2.070 0.818 -4.286
H -0.198 0.533 3.476
H 6.356 1.832 3.199
H -2.721 -7.706 -0.127
H -5.476 0.532 -0.533
C 1.508 5.109 -0.662
H 1.308 2.184 -2.826
C -1.666 2.100 3.337
C 2.966 -0.701 -2.091
C -2.816 -4.389 0.508
H -3.330 -2.350 -1.064
C -0.977 -4.896 -0.751
H -2.079 2.129 0.406
H 2.246 0.896 2.483
H 2.189 5.946 -0.766
C -4.070 -1.117 1.965
N -2.243 -0.108 -1.289
H 2.670 -1.923 -0.281
H -1.792 4.381 -0.450
C -3.231 0.060 2.418
H 4.088 1.285 4.074
C 4.261 1.386 3.009
H -3.397 -3.538 2.349
C -3.834 -1.660 -0.393
H -2.672 2.965 -2.745
H -5.020 -0.743 1.574
H -0.271 6.312 -0.758
C -2.437 -6.661 -0.132
C 1.161 2.717 -0.379
C -1.216 1.814 -0.182
H -4.297 -1.700 2.857
H 3.076 3.685 -0.500
H 3.714 -2.053 -3.567
H 2.220 -4.059 1.094
H 1.252 -3.687 2.554
P 1.826 0.993 -0.189
C 3.224 1.184 2.110
H -4.921 -1.812 -0.484
H 2.685 -2.687 2.151
C -4.464 0.744 -0.858
H 2.929 -0.731 -5.502
C -0.716 4.233 -0.480
C 5.523 1.687 2.520
H -4.789 1.521 2.204
C -3.475 -0.252 -0.839
H 5.214 0.669 -1.651
C 0.134 5.312 -0.650
H 4.146 -0.990 -0.288
C 1.823 -3.233 1.719
H 1.711 1.402 -5.127
H -0.646 -6.944 -1.299
C -3.641 -3.383 1.297
C -1.804 1.263 -1.533
H 5.941 2.255 -1.373
C -2.980 2.367 2.992
C 5.721 1.778 1.151
H 4.242 2.108 -1.837
H -0.077 -4.523 -1.228
C -0.230 2.929 -0.339
C -1.217 0.795 3.210
H -4.702 -3.656 1.177
*
```

**Energy relative to the best compared isomer or geometry (same formula, charge and spin)**: 35.1 kcal per mole
**Highest occupied orbital energy**: -2.2 eV
**LUMO energy**: 2.18 eV
**Frontier orbital gap**: 4.43 eV

---

Question: Which of these has the highest frontier orbital gap?
Answer: C40H42BMoN4O4S2